{"formula": "C17H26AlCl2N2O", "method": "wB97M-V/def2-TZVPD", "lumo_energy_ha": [0.0882, 0.0728], "e_tot_ev": -54724.3109, "fmax_ha_per_bohr": 0.06312, "gap_ha": [0.1404, 0.0908], "total_charge": -1, "e_above_lowest_kcal_mol": 12.98, "elements": ["Al", "Cl", "Cl", "C", "H", "H", "C", "C", "H", "C", "H", "C", "H", "H", "C", "H", "H", "C", "H", "H", "H", "H", "C", "C", "N", "C", "C", "C", "O", "C", "C", "C", "C", "N", "C", "H", "H", "H", "H", "H", "H", "H", "H", "H", "H", "H", "H", "H", "H"], "positions_angstrom": [[-0.13448, 0.36328, 0.20362], [0.01492, -0.22994, -1.85687], [1.61017, 0.46380, 1.47273], [-1.75782, -0.19558, 1.01773], [-1.84671, 0.03343, 2.08580], [-2.65977, 0.10758, 0.49202], [-0.14781, -2.09342, 0.67216], [-1.52715, -1.76779, 0.87004], [0.57950, -1.70936, 1.40239], [-2.47110, -2.33607, -0.22180], [-1.86448, -2.26355, 1.79362], [-2.07897, -3.75797, -0.57120], [-3.50354, -2.30405, 0.15569], [-2.37238, -1.69932, -1.11022], [-0.68644, -3.77145, -1.17480], [-2.10057, -4.35431, 0.34626], [-2.82757, -4.16971, -1.24904], [0.34983, -3.18316, -0.16105], [-0.36919, -4.78430, -1.42835], [-0.68912, -3.18171, -2.10435], [0.70038, -4.00045, 0.49570], [1.25758, -2.87953, -0.70462], [5.98059, 4.56355, -2.00665], [4.89975, 5.61291, -1.87263], [3.72816, 5.22996, -1.05689], [3.98177, 5.29269, 0.40951], [3.92364, 6.71394, 0.94431], [2.87665, 4.27239, -1.59593], [3.09986, 3.70470, -2.66331], [1.57567, 4.03775, -0.86589], [0.81429, 5.10349, -0.36983], [-0.39241, 4.80253, 0.24850], [-0.79281, 3.46234, 0.40097], [-0.06204, 2.44579, -0.09632], [1.05114, 2.75021, -0.82860], [6.38614, 4.27419, -1.03114], [6.79538, 4.97520, -2.61049], [5.58789, 3.68330, -2.52226], [5.29925, 6.50517, -1.38400], [4.52906, 5.88379, -2.86789], [3.25579, 4.64748, 0.92339], [4.99559, 4.88561, 0.57236], [2.95894, 7.17965, 0.71603], [4.03568, 6.67996, 2.03189], [4.72938, 7.33621, 0.53993], [1.17147, 6.12433, -0.53591], [-1.04744, 5.59202, 0.59918], [-1.72391, 3.22108, 0.91315], [1.52297, 1.91509, -1.36053]]}

=====

{"formula": "C17H26BBrF4N4O10P2Re", "method": "wB97M-V/def2-TZVPD", "lumo_energy_ha": [0.0033, -0.0291], "e_tot_ev": -146789.6755, "fmax_ha_per_bohr": 0.07421, "gap_ha": [0.2577, 0.2253], "multiplicity": 4, "elements": ["Re", "N", "C", "C", "C", "O", "O", "H", "H", "H", "H", "H", "H", "N", "C", "C", "P", "O", "O", "O", "P", "O", "O", "O", "H", "H", "H", "H", "H", "H", "H", "H", "F", "B", "F", "F", "F", "Br", "C", "C", "C", "C", "C", "C", "C", "O", "O", "H", "H", "H", "H", "C", "C", "C", "C", "N", "N", "C", "H", "H", "H", "H", "H", "H", "H", "H"], "positions_angstrom": [[0.87872, 0.18564, -0.96242], [1.96953, -1.15728, 0.30715], [3.08882, -1.93038, -0.26195], [2.85143, -2.38971, -1.67178], [2.77332, -1.28335, -2.70819], [3.24759, -1.29173, -3.80192], [2.15922, -0.14126, -2.24581], [2.40994, -0.48004, 0.95818], [1.34226, -1.72949, 0.94389], [3.06304, -2.86165, 0.31825], [4.06780, -1.41888, -0.19004], [1.89217, -2.97753, -1.60918], [3.63260, -3.11247, -1.87730], [-2.84902, 1.06098, 2.96452], [-1.68636, 0.05124, 3.28234], [-2.06078, -0.97646, 4.35149], [-0.43337, 1.25124, 4.13461], [1.38982, -0.63583, 3.84260], [-0.68719, 2.60991, 3.53149], [1.03232, 0.75002, 3.51583], [-1.24162, -0.74516, 1.68853], [-0.62215, 0.36218, 0.54674], [-2.58121, -1.18523, 1.17132], [-0.02792, -1.63650, 1.95606], [-3.49700, 1.07291, 3.77703], [-3.35457, 0.80814, 2.13766], [-2.52186, 2.03727, 2.92241], [-2.53865, -0.50117, 5.20531], [-1.13870, -1.39432, 4.74727], [-2.75836, -1.69161, 3.91664], [0.81395, -1.12642, 3.19503], [-1.33736, 0.45631, -0.20550], [0.11847, 1.20621, -2.39804], [-2.41235, 3.70458, -2.44289], [-2.80719, 3.60618, -1.19740], [-1.45828, 4.56117, -2.74424], [-3.15381, 3.18583, -3.39664], [-2.08492, -6.37357, -2.73874], [-2.67231, -4.58823, -2.75640], [-3.95643, -4.34462, -3.27928], [-4.47433, -3.10137, -3.01385], [-3.64583, -2.07986, -2.53711], [-2.30598, -2.27977, -2.15238], [-1.83687, -3.57579, -2.29755], [-1.58664, -1.10572, -1.70250], [-2.07960, -0.01733, -1.44378], [-0.26803, -1.36563, -1.60211], [-4.54592, -5.11056, -3.75608], [-5.46014, -2.77557, -3.25250], [-3.99481, -1.01768, -2.52870], [-0.81826, -3.81132, -2.01927], [5.33389, 2.92020, 0.01310], [3.83010, 2.76267, 0.13785], [2.86434, 3.47935, 0.82869], [1.61061, 2.99452, 0.44232], [1.79247, 1.91940, -0.36569], [3.20042, 1.77630, -0.59493], [0.21511, 3.53456, 0.67395], [5.68010, 3.97652, -0.00386], [5.60934, 2.48296, -0.94737], [5.83511, 2.44353, 0.89002], [3.00855, 4.42389, 1.39819], [3.45565, 1.42218, -1.50789], [-0.53348, 3.21306, -0.02266], [0.28678, 4.63049, 0.70719], [-0.02215, 3.32405, 1.73023]]}

=====

{"formula": "C17H26BrFO13S", "method": "wB97M-V/def2-TZVPD", "lumo_energy_ha": 0.0069, "e_tot_ev": -128263.7301, "fmax_ha_per_bohr": 0.01690, "gap_ha": 0.3987, "elements": ["C", "C", "C", "Br", "O", "S", "O", "O", "C", "C", "O", "F", "H", "H", "H", "H", "H", "H", "H", "H", "C", "C", "C", "O", "C", "O", "O", "H", "H", "H", "H", "H", "H", "C", "C", "C", "O", "C", "O", "O", "H", "H", "H", "H", "H", "H", "C", "C", "C", "O", "C", "O", "O", "H", "H", "H", "H", "H", "H"], "positions_angstrom": [[-3.83991, -4.06032, -0.18163], [-2.54174, -4.87756, -0.15646], [-1.44556, -4.22122, 0.68652], [0.32433, -4.90609, 0.19789], [-1.45926, -2.80643, 0.68956], [-0.81573, -1.99505, -0.59102], [-1.39269, -2.51499, -1.80664], [-1.70329, -0.64861, -0.29138], [-1.14882, 0.20821, 0.70109], [-1.58832, -0.19046, 2.10019], [-2.67157, -0.51140, 2.45843], [-0.56377, -0.09004, 2.97401], [-4.68426, -4.70582, -0.44303], [-3.77035, -3.27136, -0.93182], [-4.06568, -3.60339, 0.78603], [-2.71237, -5.87203, 0.26104], [-2.16990, -4.98342, -1.17966], [-1.54831, -4.49852, 1.73690], [-0.05971, 0.27536, 0.63846], [-1.55945, 1.20792, 0.52101], [-1.07198, -1.43344, 6.03872], [0.14753, -1.78232, 6.85255], [-0.12532, -2.28875, 8.25501], [1.01986, -1.83165, 8.98168], [1.52306, -0.74869, 8.33886], [2.35793, -0.02968, 8.77677], [0.93341, -0.60781, 7.12844], [-0.79638, -1.14747, 5.02748], [-1.74922, -2.28681, 5.98519], [-1.60021, -0.59306, 6.49053], [0.78965, -2.48228, 6.31043], [-0.19601, -3.37102, 8.32487], [-1.02028, -1.83282, 8.68592], [-2.26232, 1.11997, -5.78135], [-1.05193, 0.62813, -5.03076], [-1.33420, 0.01681, -3.67383], [-0.14214, 0.34406, -2.93739], [0.40386, 1.44675, -3.49512], [1.28589, 2.08052, -3.00764], [-0.18885, 1.72923, -4.67051], [-1.98834, 1.47851, -6.77232], [-2.98534, 0.31201, -5.89478], [-2.73279, 1.94237, -5.24197], [-0.46202, -0.05563, -5.64627], [-1.46973, -1.05915, -3.68835], [-2.18746, 0.48685, -3.17907], [2.99039, 4.87892, -2.21829], [3.67119, 4.81575, -3.55879], [4.78068, 3.79104, -3.67013], [5.67113, 4.39590, -4.61614], [5.48520, 5.73766, -4.57243], [6.18868, 6.53471, -5.10022], [4.38691, 6.03567, -3.84192], [2.15147, 5.57341, -2.24111], [2.61061, 3.89233, -1.95539], [3.68777, 5.21659, -1.45050], [2.93860, 4.67344, -4.35708], [4.44591, 2.82627, -4.04083], [5.31116, 3.65893, -2.72378]]}

=====

{"formula": "C17H26BrNO10P2", "method": "wB97M-V/def2-TZVPD", "lumo_energy_ha": -0.0712, "e_tot_ev": -128627.8496, "fmax_ha_per_bohr": 0.16802, "gap_ha": 0.2144, "elements": ["C", "C", "C", "C", "C", "C", "C", "C", "C", "C", "O", "N", "Br", "C", "O", "H", "H", "H", "H", "H", "H", "H", "H", "C", "O", "P", "O", "O", "C", "O", "C", "H", "H", "H", "H", "H", "H", "H", "H", "H", "C", "O", "P", "O", "O", "C", "O", "C", "H", "H", "H", "H", "H", "H", "H", "H", "H"], "positions_angstrom": [[0.55659, 1.28898, 4.05501], [-0.61762, 1.65170, 3.38578], [-0.84542, 1.42595, 1.83526], [-0.78033, 2.86754, 1.18996], [-1.98279, 3.71795, 1.29609], [-1.94571, 5.08050, 0.74866], [-0.72406, 5.59758, 0.10159], [0.40445, 4.70678, 0.02219], [0.43734, 3.33179, 0.55180], [1.80968, 2.66065, 0.34690], [2.20494, 1.56762, 0.61541], [2.63909, 3.72571, -0.24784], [3.89490, 4.02978, 1.12472], [1.81954, 4.89160, -0.57930], [2.23487, 5.81461, -1.21298], [1.50090, 1.85676, 3.88139], [0.49007, 0.44843, 4.78884], [-1.46819, 2.17615, 3.90551], [-0.01619, 0.82790, 1.37995], [-1.84844, 0.96186, 1.65736], [-2.90160, 3.32814, 1.79804], [-2.82515, 5.75809, 0.83875], [-0.63087, 6.62475, -0.30378], [-4.54917, -5.31039, 1.91173], [-3.82584, -4.10988, 2.17458], [-4.57495, -2.65369, 1.73849], [-4.90197, -3.08199, 0.32011], [-3.15728, -1.87600, 1.81708], [-2.12958, -2.23762, 0.90245], [-5.37373, -1.16507, 1.62162], [-6.78661, -1.23570, 1.42335], [-4.17260, -6.08916, 2.57606], [-5.61483, -5.17496, 2.09466], [-4.38281, -5.62053, 0.88092], [-2.51866, -2.69516, -0.00798], [-1.44234, -2.93160, 1.38885], [-1.58132, -1.33669, 0.62795], [-7.22093, -2.06805, 1.97776], [-7.00257, -1.34641, 0.36024], [-7.23075, -0.30590, 1.77916], [6.09776, -0.29869, -4.59387], [5.72050, -0.55914, -3.24425], [4.59199, -1.79922, -2.98932], [3.58751, -1.28548, -4.00530], [4.28062, -1.24228, -1.50383], [3.69076, 0.04848, -1.36786], [3.72074, -3.20805, -2.63474], [3.56984, -4.12964, -3.71464], [7.07136, 0.19332, -4.58837], [6.17239, -1.22305, -5.16634], [5.37179, 0.36968, -5.05526], [3.13782, 0.35111, -2.25900], [4.47260, 0.78159, -1.16230], [3.00233, 0.02718, -0.52656], [4.46676, -4.16100, -4.33406], [2.71027, -3.84494, -4.32249], [3.39487, -5.12191, -3.29815]]}

=====

Q: What is the formula in the fourth record?
A: C17H26BrNO10P2